[1]
Below is a cluster of 2 separate species, C4H11O3 in total at a distorted geometry, with properties calculated with the ωB97M-V functional and the def2-TZVPD basis.

Results
Net charge: -1
Kohn-Sham gap, eV: 7.254
Total energy, eV: -10466.769
ΔE to the lowest compared entry with this formula, charge and spin, kcal per mole: 67.1

Geometry (Å):
H: -3.143 -1.365 -1.706
H: 0.942 1.899 1.219
H: 3.317 0.045 -0.880
C: 0.623 0.919 1.725
C: -0.482 0.371 -0.551
H: 0.216 0.986 2.702
H: 0.015 -1.046 1.142
H: -0.669 -1.446 -1.706
H: 2.200 0.144 0.747
H: -1.589 -0.077 -2.352
H: -0.873 1.362 -0.776
O: -2.483 -1.286 -0.921
H: 0.597 0.078 -0.861
H: -1.385 -0.009 1.436
O: 2.578 -0.156 -0.534
O: 1.789 0.121 1.792
C: -1.345 -0.639 -1.413
C: -0.309 0.098 0.935

The computed natural (NBO) charges, all in e, follow: number 1, H, carries 0.46; number 2, H, carries 0.15; number 3, H, carries 0.41; number 4, C, carries -0.09; number 5, C, carries -0.50; number 6, H, carries 0.15; number 7, H, carries 0.22; number 8, H, carries 0.15; number 9, H, carries 0.50; number 10, H, carries 0.13; number 11, H, carries 0.18; number 12, O, carries -0.73; number 13, H, carries 0.32; number 14, H, carries 0.16; number 15, O, carries -1.21; number 16, O, carries -0.84; number 17, C, carries -0.05; number 18, C, carries -0.41

[2]
Below is a cluster of 2 separate species, C21H28FN3O3 in total at a distorted geometry, with properties calculated with the ωB97M-V functional and the def2-TZVPD basis.

Results
Kohn-Sham gap, eV: 9.303
Total energy, eV: -35562.370
Structure (SMILES): CNC(=O)[C@@H](NC(C)=O)[C@@H](C)O.Fc1ccc(CNCc2ccccc2)cc1
ΔE to the lowest compared entry with this formula, charge and spin, kcal per mole: 45.5

Geometry (Å):
O: -4.330 -0.055 5.850
H: 0.776 0.062 -3.531
C: 6.095 -1.359 -6.297
C: 7.241 -1.825 -5.644
H: -2.525 0.687 5.271
H: 7.886 -2.552 -6.129
C: 0.647 -0.026 -2.455
H: -4.058 2.480 6.027
H: 3.425 1.641 -1.348
H: -2.195 -1.484 3.534
O: -3.396 -3.532 3.704
H: -3.479 2.785 4.385
C: 1.445 0.392 -0.213
H: 5.296 1.643 -2.984
O: -1.574 0.893 2.703
C: 5.264 -0.423 -5.670
N: -3.344 1.624 1.596
C: -4.095 2.126 4.996
H: -5.815 -1.753 4.368
C: -5.444 -2.352 3.539
F: -1.730 -1.422 -0.042
C: -3.932 -2.441 3.606
H: 3.873 -0.419 -2.586
C: -4.764 1.768 1.279
C: -0.640 -0.802 -0.549
H: 5.847 -1.726 -7.289
H: 4.342 1.811 -4.462
H: 2.418 2.161 -2.704
C: 2.785 1.284 -2.162
C: 6.721 -0.423 -3.739
N: 3.569 0.430 -3.064
C: -3.655 0.069 3.533
H: -4.886 2.490 0.469
H: 2.177 0.811 0.472
C: 1.612 0.524 -1.600
C: -0.474 -0.683 -1.932
H: 0.202 -0.368 1.379
H: -2.680 2.111 1.011
C: 0.328 -0.270 0.305
H: -5.314 2.127 2.151
H: -5.176 0.808 0.957
H: 4.371 -0.068 -6.176
H: -3.882 -0.894 5.988
C: -3.563 0.693 4.937
H: 8.439 -1.723 -3.853
C: -2.790 0.887 2.564
C: 5.575 0.058 -4.389
H: -5.126 2.158 4.647
H: -1.220 -1.104 -2.597
H: -5.737 -1.909 2.590
H: -5.857 -3.358 3.609
H: -4.693 0.115 3.218
N: -3.194 -1.333 3.558
C: 4.705 1.090 -3.722
H: 6.972 -0.065 -2.745
C: 7.552 -1.359 -4.363

The computed natural (NBO) charges, all in e, follow: number 1, O, carries -0.72; number 2, H, carries 0.23; number 3, C, carries -0.21; number 4, C, carries -0.22; number 5, H, carries 0.18; number 6, H, carries 0.21; number 7, C, carries -0.18; number 8, H, carries 0.23; number 9, H, carries 0.17; number 10, H, carries 0.43; number 11, O, carries -0.62; number 12, H, carries 0.22; number 13, C, carries -0.19; number 14, H, carries 0.17; number 15, O, carries -0.65; number 16, C, carries -0.23; number 17, N, carries -0.60; number 18, C, carries -0.63; number 19, H, carries 0.24; number 20, C, carries -0.72; number 21, F, carries -0.33; number 22, C, carries 0.67; number 23, H, carries 0.36; number 24, C, carries -0.42; number 25, C, carries 0.39; number 26, H, carries 0.21; number 27, H, carries 0.20; number 28, H, carries 0.20; number 29, C, carries -0.23; number 30, C, carries -0.25; number 31, N, carries -0.62; number 32, C, carries -0.16; number 33, H, carries 0.22; number 34, H, carries 0.22; number 35, C, carries -0.05; number 36, C, carries -0.28; number 37, H, carries 0.25; number 38, H, carries 0.41; number 39, C, carries -0.28; number 40, H, carries 0.20; number 41, H, carries 0.20; number 42, H, carries 0.21; number 43, H, carries 0.48; number 44, C, carries 0.10; number 45, H, carries 0.21; number 46, C, carries 0.68; number 47, C, carries 0.07; number 48, H, carries 0.20; number 49, H, carries 0.22; number 50, H, carries 0.22; number 51, H, carries 0.25; number 52, H, carries 0.22; number 53, N, carries -0.62; number 54, C, carries -0.25; number 55, H, carries 0.21; number 56, C, carries -0.20

[3]
Below is a structure of composition C4H5N3O at a distorted geometry, with properties calculated with the ωB97M-V functional and the def2-TZVPD basis.

Results
Kohn-Sham gap, eV: 8.935
Total energy, eV: -10739.819
ΔE to the lowest compared entry with this formula, charge and spin, kcal per mole: 179.8

Geometry (Å):
H: 3.744 -1.260 0.239
C: 1.506 1.183 -0.027
H: -2.973 -1.425 -0.335
C: -2.688 -0.032 0.007
C: 2.731 -0.591 -0.049
C: 0.653 -0.304 0.030
H: -3.012 0.312 1.337
O: -1.399 0.397 -0.148
H: 1.060 2.048 -0.109
N: 2.734 0.887 -0.088
N: 1.643 -1.252 -0.064
H: -3.461 0.629 -0.635
N: -0.540 -0.593 -0.157

The computed natural (NBO) charges, all in e, follow: number 1, H, carries 0.21; number 2, C, carries 0.11; number 3, H, carries 0.22; number 4, C, carries -0.27; number 5, C, carries 0.25; number 6, C, carries 0.25; number 7, H, carries 0.17; number 8, O, carries -0.38; number 9, H, carries 0.18; number 10, N, carries -0.43; number 11, N, carries -0.44; number 12, H, carries 0.20; number 13, N, carries -0.07